Here is a molecular structure, CuN6O18 from the OMol25 dataset. Energies are from wB97M-V/def2-TZVPD.

Atoms and positions in Å:
Cu 0.456 0.050 0.246
N -1.503 2.906 0.733
O -1.621 3.528 1.739
O -0.519 2.176 0.643
O -2.381 2.868 -0.110
N 0.598 -1.246 3.426
O -0.183 -2.218 3.183
O 0.903 -0.972 4.570
O 0.976 -0.590 2.460
N -0.407 1.176 -2.622
O -1.545 1.236 -2.964
O 0.256 2.170 -2.871
O -0.117 0.263 -1.925
N 1.042 -2.935 -0.789
O 0.043 -3.468 -0.449
O 1.331 -1.889 -0.310
O 1.777 -3.354 -1.752
N 3.074 0.921 -1.295
O 3.168 1.939 -1.981
O 2.319 0.978 -0.324
O 3.709 -0.095 -1.521
N -2.847 -0.898 0.437
O -3.269 -1.747 1.177
O -1.647 -0.652 0.410
O -3.613 -0.147 -0.112

Computed properties:
ΔE to the lowest compared entry with this formula, charge and spin = 1.6230 eV
DFT total energy = -3322.337258 hartree
Multiplicity = 2
Expectation value of S² = 0.751
LUMO energy (spin up / spin down) = 0.361 / 0.334 Eh
Gap between HOMO and LUMO (spin up / spin down) = 6.587 / 5.843 eV
Charge = -4